Here is the molecule C11H20N2O3 from the Open Molecules 2025 dataset. Energies are from ωB97M-V/def2-TZVPD.

Results
* SMILES: CC(C)C[C@H](NC(=O)[C@@H]1CCCN1)C(=O)O
* molar mass: 228.29 g/mol
* HOMO: -9.541 eV

The geometry in XYZ format:
```
36
Properties=species:S:1:pos:R:3:forces:R:3
C 3.58682 2.40836 1.19760 -0.40 0.34 -0.21
C 2.48926 2.23978 0.05455 0.03 -0.01 0.27
C 3.20841 1.99674 -1.29353 -0.35 -0.31 -0.79
C 1.33669 1.20134 0.43396 -0.41 1.79 -0.43
C 0.16810 1.05034 -0.56973 1.07 0.59 -2.13
N -0.79349 0.05645 -0.09768 -0.39 1.46 0.72
C -0.51624 -1.16778 0.41678 -0.37 -0.51 -1.58
O 0.46008 -1.80499 0.00507 -0.49 0.27 1.22
C -1.70257 -1.78031 1.29494 0.96 -0.22 -1.03
C -2.18336 -3.08450 0.52260 -0.59 -0.34 -0.64
C -3.31213 -2.43453 -0.44539 1.33 -3.65 1.43
C -3.98060 -1.57692 0.57391 -2.10 0.53 -2.13
N -2.88605 -0.85447 1.21406 -0.24 -0.70 0.49
C 0.72772 0.83862 -2.08324 1.64 -2.69 1.94
O 0.56474 1.63055 -2.95144 -0.10 -0.74 -0.10
O 1.63994 -0.33592 -2.13968 -2.93 2.86 0.32
H 4.06860 3.37018 0.85948 0.16 -1.13 0.63
H 4.35879 1.53041 1.23277 -1.53 1.66 0.05
H 3.12347 2.65781 2.22509 0.73 -0.78 -1.52
H 2.08794 3.26983 -0.14236 -0.31 -0.84 0.81
H 2.48760 2.17936 -2.18520 1.98 0.38 1.54
H 4.17554 2.55560 -1.28018 -1.04 0.12 -0.45
H 3.52133 0.96724 -1.44552 -0.01 -0.25 0.30
H 1.69125 0.18509 0.40962 0.80 -0.23 1.16
H 0.81233 1.54167 1.39621 1.10 -0.85 -1.03
H -0.29956 2.01912 -0.77165 -0.57 -0.28 0.63
H -1.59875 0.50254 0.33769 -0.08 -0.46 -0.26
H -1.21856 -1.90206 2.31282 -1.06 -0.10 -0.96
H -2.61017 -3.93680 1.17515 0.57 1.67 -0.79
H -1.44483 -3.54071 -0.16546 0.12 0.36 0.96
H -2.75372 -2.04329 -1.35321 -1.30 0.06 1.15
H -4.06369 -3.25796 -0.63756 1.07 0.86 -0.71
H -4.68941 -1.03429 -0.13372 0.69 0.76 1.63
H -4.69790 -2.23257 1.19226 1.44 0.93 -0.30
H -3.18902 -0.48894 2.09581 0.21 0.10 0.54
H 1.43145 -0.72500 -1.25483 0.34 -0.65 -0.74
```
Positions in Å, forces in eV/Å.

---

Here is the molecule C11H20N2O3 from the Open Molecules 2025 dataset. Energies are from ωB97M-V/def2-TZVPD.

Results
* SMILES: CC[C@H](C)[C@H](N)C(=O)N1CCC[C@H]1C(=O)O
* molar mass: 228.29 g/mol
* HOMO: -9.218 eV

The geometry in XYZ format:
```
36
Properties=species:S:1:pos:R:3:forces:R:3
C 0.57068 1.58180 -3.25902 -7.81 -1.45 4.47
C 0.58278 0.47845 -2.21037 1.03 -0.31 1.76
C -0.76811 -0.17155 -1.79103 -0.18 0.85 -1.20
C -1.79830 0.97452 -1.27334 2.16 -1.57 -1.66
C -0.62332 -1.54120 -0.92711 -1.96 1.39 -2.54
N -1.62544 -2.47209 -1.47820 2.52 -0.33 -1.62
C -0.85081 -1.32084 0.50945 0.02 0.50 2.46
O -1.79167 -1.90512 1.01724 -0.42 0.11 0.52
N -0.13817 -0.42734 1.29784 0.75 0.42 -2.09
C -0.63469 -0.05497 2.60133 1.62 2.18 -0.39
C 0.18029 1.23479 2.98219 -0.59 -1.10 -0.81
C 1.26666 1.42971 1.86076 -2.97 0.91 -0.07
C 1.27715 0.10931 0.98226 -2.00 -0.58 3.69
C 2.26433 -0.95820 1.56865 1.75 1.73 0.73
O 3.36731 -0.73368 2.07163 -1.96 -0.03 -1.13
O 1.76167 -2.18004 1.54628 0.79 -1.25 0.11
H -0.14104 1.33389 -3.99722 -0.58 -0.68 -1.46
H 1.32912 1.99300 -3.66722 5.77 2.33 -2.27
H -0.06961 2.38070 -2.73111 1.29 -0.49 -0.77
H 1.28992 -0.33483 -2.33853 0.21 -0.25 -0.84
H 0.98118 0.91962 -1.29944 0.03 0.67 -0.33
H -1.11369 -0.50153 -2.80346 -0.35 -0.19 1.08
H -2.48077 0.53998 -0.61096 -0.90 -0.32 1.51
H -2.37472 1.21739 -2.13929 -0.40 0.50 -0.59
H -1.28905 1.87966 -0.93603 -0.09 -0.30 0.40
H 0.27700 -1.99360 -1.20290 1.88 -0.36 0.03
H -1.57021 -3.41881 -1.16407 1.27 -0.73 0.29
H -2.49263 -2.32084 -1.13001 -3.39 1.66 1.23
H -1.67766 0.14104 2.67859 -0.87 -0.17 -0.52
H -0.36964 -0.75951 3.30895 0.25 -1.90 1.48
H -0.47518 2.10928 2.93581 0.09 -0.20 0.44
H 0.56862 1.11149 3.97771 0.29 0.11 0.37
H 2.08819 1.89987 2.34753 1.45 -0.48 -0.31
H 0.68043 2.30456 1.44603 1.45 -1.15 -1.26
H 1.29681 0.19645 -0.07288 0.80 0.07 -0.38
H 2.50259 -2.74137 1.89994 -0.91 0.41 -0.32
```
Positions in Å, forces in eV/Å.